one.
The following is a quantum chemistry calculation of C24H21BBrF4N3O5RuS2 as an isolated structure, from the OMol25 dataset.

The geometry in ORCA input format:
```
! RIJCOSX wB97M-V def2-TZVPD def2/J DEFGRID3
* xyz 0 1
Ru -0.04 -0.86 1.12
C 3.66 4.10 -3.87
C 3.13 3.49 -2.61
C 1.98 2.71 -2.61
C 1.51 2.13 -1.44
C 2.21 2.34 -0.26
C 3.34 3.13 -0.23
C 3.79 3.71 -1.40
S 1.73 1.58 1.29
O 2.33 0.30 1.52
O 1.92 2.58 2.31
N 0.14 1.18 1.15
C -0.87 2.03 0.88
C -0.82 3.41 1.03
C -1.95 4.17 0.78
C -3.13 3.60 0.34
C -3.21 2.21 0.13
C -4.36 1.54 -0.34
C -4.31 0.19 -0.53
C -3.13 -0.51 -0.25
N -2.06 0.09 0.20
C -2.07 1.42 0.40
H 3.07 3.81 -4.73
H 4.69 3.79 -4.03
H 3.66 5.19 -3.78
H 1.45 2.52 -3.53
H 0.64 1.50 -1.45
H 3.85 3.28 0.70
H 4.68 4.33 -1.39
H 0.09 3.87 1.40
H -1.91 5.24 0.94
H -4.00 4.21 0.15
H -5.27 2.11 -0.52
H -5.17 -0.36 -0.89
H -3.08 -1.58 -0.39
N -0.67 -0.83 4.16
C -0.33 -0.91 3.05
H -1.14 -0.87 5.04
C 1.97 -2.19 -2.51
S 1.94 -1.23 -0.97
O 2.91 -0.19 -1.14
O 0.53 -0.73 -0.91
O 2.16 -2.18 0.12
H 1.67 -1.52 -3.31
H 1.30 -3.02 -2.41
H 2.99 -2.53 -2.67
Br -0.51 -7.48 1.04
C -0.25 -5.62 1.07
C 0.42 -5.04 2.14
C 0.69 -3.69 2.11
C 0.23 -2.91 1.06
C -0.40 -3.51 -0.04
C -0.67 -4.87 -0.02
H 0.72 -5.65 2.98
H 1.24 -3.23 2.92
H -0.70 -2.91 -0.89
H -1.19 -5.34 -0.84
F -4.30 -2.96 2.58
B -3.11 -3.25 1.99
F -2.39 -4.17 2.70
F -3.27 -3.63 0.68
F -2.32 -2.02 1.97
*
```

HOMO level (spin up / spin down)	-7.95 / -8.25	eV
orbital gap (spin up / spin down)	4.4 / 5.2	eV

two.
The following is a quantum chemistry calculation of C24H21BBrF4N3O5RuS2 as an isolated structure, from the OMol25 dataset.

The geometry in ORCA input format:
```
! RIJCOSX wB97M-V def2-TZVPD def2/J DEFGRID3
* xyz 0 1
Ru -0.94 0.69 -0.65
C -0.07 -4.21 5.40
C -0.01 -2.93 4.62
C -0.85 -1.86 4.91
C -0.79 -0.69 4.19
C 0.11 -0.60 3.14
C 0.96 -1.65 2.81
C 0.90 -2.80 3.57
S 0.31 0.96 2.34
O -1.05 1.73 2.14
O 1.10 1.74 3.23
N 0.80 0.96 0.84
C 2.04 0.53 0.41
C 3.13 0.24 1.21
C 4.34 -0.17 0.64
C 4.49 -0.26 -0.72
C 3.41 0.07 -1.57
C 3.50 0.07 -2.98
C 2.43 0.49 -3.72
C 1.25 0.86 -3.06
N 1.12 0.82 -1.76
C 2.18 0.46 -1.00
H -0.48 -5.00 4.77
H -0.69 -4.11 6.28
H 0.93 -4.51 5.71
H -1.57 -1.94 5.72
H -1.43 0.16 4.41
H 1.64 -1.58 1.98
H 1.53 -3.64 3.32
H 3.04 0.34 2.29
H 5.17 -0.41 1.29
H 5.42 -0.58 -1.15
H 4.43 -0.24 -3.44
H 2.46 0.51 -4.79
H 0.38 1.17 -3.62
N -2.81 2.36 0.79
C -1.73 1.77 0.89
H -3.23 2.76 1.62
C -2.86 -2.01 -0.86
S -1.63 -1.81 0.43
O -1.68 -2.98 1.25
O -2.04 -0.56 1.13
O -0.31 -1.52 -0.16
H -2.43 -2.55 -1.70
H -3.20 -1.02 -1.16
H -3.67 -2.58 -0.40
Br -2.48 6.07 -4.30
C -2.02 4.52 -3.31
C -2.59 3.30 -3.63
C -2.26 2.18 -2.88
C -1.38 2.29 -1.81
C -0.79 3.52 -1.52
C -1.12 4.64 -2.26
H -3.26 3.23 -4.48
H -2.69 1.23 -3.16
H -0.08 3.61 -0.72
H -0.67 5.60 -2.03
F 0.48 -1.78 -3.67
B -0.83 -1.38 -3.76
F -1.71 -2.44 -3.78
F -1.04 -0.48 -4.80
F -1.15 -0.60 -2.51
*
```

HOMO level (spin up / spin down)	-8.84 / -8.85	eV
orbital gap (spin up / spin down)	6.6 / 6.5	eV

Least stable of them? one.

one.
The following is a quantum chemistry calculation of a 2-piece molecular cluster, CH4O3 overall, from the OMol25 dataset.

The geometry in ORCA input format:
```
! RIJCOSX wB97M-V def2-TZVPD def2/J DEFGRID3
* xyz 0 1
O 1.46 -1.58 0.77
C 0.66 -0.64 0.99
O 0.00 0.00 0.00
H 0.28 -0.36 1.99
H -0.74 0.60 0.28
O 3.43 -0.79 -0.20
H 2.78 -1.28 0.35
H 3.09 -0.87 -1.12
*
```

HOMO level	-10.12	eV
orbital gap	10.3	eV
SMILES	O=CO.O

two.
The following is a quantum chemistry calculation of a 2-piece molecular cluster, CH4O3 overall, from the OMol25 dataset.

The geometry in ORCA input format:
```
! RIJCOSX wB97M-V def2-TZVPD def2/J DEFGRID3
* xyz 0 1
C -0.76 0.30 -0.15
O -0.92 -1.00 0.27
O 1.94 -0.41 -0.02
O 0.18 0.97 0.41
H -0.75 0.32 -1.28
H -1.71 0.85 0.07
H -0.04 -1.30 0.57
H 2.51 0.16 0.50
*
```

HOMO level (spin up / spin down)	-10.54 / -11.00	eV
orbital gap (spin up / spin down)	8.7 / 9.1	eV

three.
The following is a quantum chemistry calculation of a 2-piece molecular cluster, CH4O3 overall, from the OMol25 dataset.

The geometry in ORCA input format:
```
! RIJCOSX wB97M-V def2-TZVPD def2/J DEFGRID3
* xyz 0 1
O 1.32 -0.79 -1.20
C 1.53 0.31 -0.79
O 0.78 0.95 0.05
H 2.31 1.01 -1.16
H 1.19 1.82 0.31
O -2.72 -1.17 0.74
H -2.58 -1.01 1.70
H -1.83 -1.12 0.35
*
```

HOMO level	-11.10	eV
orbital gap	11.4	eV
SMILES	O=CO.O

Least stable of them? two.

one.
The following is a quantum chemistry calculation of C8H15N3 as an isolated structure, from the OMol25 dataset.

The geometry in ORCA input format:
```
! RIJCOSX wB97M-V def2-TZVPD def2/J DEFGRID3
* xyz 0 1
C 1.22 -0.65 -2.79
C 2.31 -0.89 -1.95
C 1.03 2.22 1.20
C -1.80 -1.91 0.10
C -1.46 1.07 -0.04
C 0.56 0.81 1.56
C -0.92 -1.16 1.09
C -0.44 0.20 0.61
N 0.20 -0.26 -2.03
N 1.91 -0.64 -0.70
N 0.68 -0.28 -0.83
H 1.12 -0.74 -3.86
H 3.30 -1.22 -2.18
H 1.42 2.24 0.18
H 1.83 2.52 1.87
H 0.22 2.94 1.29
H -2.02 -2.91 0.49
H -1.29 -2.02 -0.86
H -2.74 -1.40 -0.07
H -1.88 0.58 -0.91
H -1.04 2.02 -0.35
H -2.26 1.27 0.68
H 0.13 0.82 2.56
H 1.43 0.15 1.59
H -0.04 -1.77 1.33
H -1.47 -1.01 2.02
*
```

HOMO level	-9.36	eV
orbital gap	10.3	eV

two.
The following is a quantum chemistry calculation of the molecule C8H15N3, from the OMol25 dataset.

The geometry in ORCA input format:
```
! RIJCOSX wB97M-V def2-TZVPD def2/J DEFGRID3
* xyz 0 1
N -3.85 0.84 -2.06
C -2.57 0.53 -1.45
C -2.30 1.50 -0.31
C -0.97 1.24 0.40
C -0.97 -0.02 1.26
C 0.38 -0.25 1.94
C 1.46 -0.51 0.95
C 2.48 0.26 0.46
N 3.19 -0.43 -0.48
C 2.62 -1.59 -0.57
N 1.56 -1.70 0.27
H -4.04 0.20 -2.83
H -3.85 1.78 -2.44
H -2.63 -0.50 -1.08
H -1.73 0.57 -2.17
H -2.30 2.51 -0.71
H -3.12 1.43 0.41
H -0.74 2.10 1.04
H -0.17 1.17 -0.34
H -1.75 0.07 2.03
H -1.22 -0.89 0.64
H 0.65 0.63 2.52
H 0.30 -1.10 2.63
H 2.74 1.26 0.73
H 2.93 -2.38 -1.22
H 0.96 -2.50 0.40
*
```

HOMO level	-8.50	eV
orbital gap	9.3	eV
SMILES	NCCCCCc1cnc[nH]1

Least stable of them? one.

one.
The following is a quantum chemistry calculation of a 3-piece molecular cluster, C4H16NO3 overall, from the OMol25 dataset.

The geometry in ORCA input format:
```
! RIJCOSX wB97M-V def2-TZVPD def2/J DEFGRID3
* xyz 1 1
C 0.07 -0.57 1.67
O 1.39 -0.52 2.23
C 0.18 0.23 0.37
C -0.59 -0.25 -0.84
C -0.03 0.42 -2.08
N -0.19 1.67 0.68
H -0.31 -1.58 1.51
H -0.54 -0.10 2.44
H 1.70 -1.38 2.53
H 1.24 0.27 0.13
H -0.53 -1.33 -0.90
H -1.65 -0.07 -0.72
H 0.87 -0.18 -2.28
H -0.57 0.37 -3.02
H 0.22 1.47 -1.96
H -0.91 1.71 1.39
H -0.45 2.20 -0.15
H 0.63 2.22 0.95
H -3.44 -0.38 1.00
H -3.67 1.11 0.79
O -2.99 0.47 1.03
H 2.96 -2.57 -1.29
H 3.49 -1.59 -2.20
O 3.13 -1.61 -1.30
*
```

HOMO level	-14.16	eV
orbital gap	11.1	eV

two.
The following is a quantum chemistry calculation of a 3-piece molecular cluster, C4H16NO3 overall, from the OMol25 dataset.

The geometry in ORCA input format:
```
! RIJCOSX wB97M-V def2-TZVPD def2/J DEFGRID3
* xyz 1 1
O -1.45 -1.64 -2.21
C -1.91 -0.46 -1.82
C -0.81 0.37 -0.93
N -0.10 -0.72 -0.13
C 0.34 -0.13 1.20
C 0.48 1.15 -1.71
H -1.47 -1.76 -3.17
H -2.72 -0.52 -1.09
H -2.31 0.09 -2.65
H -1.33 1.02 -0.03
H -0.68 -1.63 -0.02
H 0.82 -0.86 -0.70
H 0.70 0.87 1.16
H 1.26 -0.65 1.73
H -0.28 -0.50 2.01
H 0.63 0.73 -2.71
H 0.17 2.23 -1.57
H 1.37 0.88 -1.24
H 5.22 0.37 1.80
H 4.49 -0.16 3.04
O 4.35 0.09 2.11
H -1.53 1.88 2.93
H -2.50 0.84 2.32
O -1.61 1.14 2.44
*
```

HOMO level	-14.18	eV
orbital gap	11.4	eV

Least stable of them? two.